1) The following is a quantum chemistry calculation of the molecule C5H7NO, from the OMol25 dataset.

Calculated values
Spin multiplicity: 1
Frontier orbital gap (Ha): 0.4020
SMILES: C[C@H](C#N)CC=O
E_HOMO (eV): -10.308
Lowest unoccupied orbital energy (eV): 0.630

XYZ file:
```
14
Properties=species:S:1:pos:R:3:mulliken_charge:R:1
C -0.948 -0.867 0.861 -1.419
C -0.601 0.465 0.173 0.701
C -1.599 0.752 -0.874 0.030
N -2.370 0.981 -1.706 -0.442
C 0.806 0.610 -0.466 -0.792
C 1.903 -0.378 -0.147 0.004
O 1.874 -1.288 0.643 -0.460
H -0.838 -1.717 0.182 0.323
H -1.987 -0.823 1.205 0.433
H -0.294 -1.031 1.717 0.355
H -0.723 1.258 0.921 0.200
H 0.731 0.622 -1.562 0.393
H 1.224 1.593 -0.208 0.327
H 2.823 -0.178 -0.738 0.347
```


2) The following is a quantum chemistry calculation of a cluster of 3 separate species, C5H7NO in total, from the OMol25 dataset.

Calculated values
Spin multiplicity: 1
Frontier orbital gap (alpha / beta) (Ha): 0.2953 / 0.2955
E_HOMO (alpha / beta) (eV): -8.998 / -9.002
Lowest unoccupied orbital energy (alpha / beta) (eV): -0.962 / -0.961

XYZ file:
```
14
Properties=species:S:1:pos:R:3:mulliken_charge:R:1
O -1.729 -0.954 1.468 -0.589
C -1.731 0.295 2.006 -0.242
C -0.621 0.884 1.199 -0.497
C 0.236 0.835 0.308 0.135
C 0.815 0.082 -0.678 0.577
C 1.210 0.121 -2.095 -0.310
N 2.046 -0.402 -1.002 -0.412
H -0.909 -1.304 0.246 0.391
H -2.656 0.877 1.847 0.236
H -1.485 0.325 3.081 0.258
H -0.343 -1.328 -0.389 -0.278
H 1.433 1.104 -2.515 0.251
H 0.864 -0.628 -2.802 0.212
H 2.870 0.094 -0.674 0.268
```


3) The following is a quantum chemistry calculation of a structure of composition C5H7NO, from the OMol25 dataset.

Calculated values
Spin multiplicity: 1
Frontier orbital gap (Ha): 0.3722
E_HOMO (eV): -9.333
Lowest unoccupied orbital energy (eV): 0.795

XYZ file:
```
14
Properties=species:S:1:pos:R:3:mulliken_charge:R:1
C 0.401 1.327 -0.916 -0.987
C -0.421 0.145 -0.271 0.847
C -0.907 -1.168 -0.634 -0.706
C 0.372 -0.914 0.153 -0.356
C 0.347 -0.892 1.628 -0.281
H 1.654 1.153 -1.462 0.261
H 0.605 2.384 -0.048 0.263
H -0.498 1.764 -1.682 0.261
H -1.796 -1.274 -0.213 0.377
H -0.679 -1.092 -1.789 0.257
H 1.360 -0.855 -0.314 0.344
H 1.029 -1.353 2.484 0.315
N -0.487 0.019 2.100 -0.300
O -0.980 0.756 0.965 -0.295
```


4) The following is a quantum chemistry calculation of a structure of composition C5H7NO, from the OMol25 dataset.

Calculated values
Spin multiplicity: 1
Frontier orbital gap (Ha): 0.3779
E_HOMO (eV): -9.873
Lowest unoccupied orbital energy (eV): 0.411

XYZ file:
```
14
Properties=species:S:1:pos:R:3:mulliken_charge:R:1
C -1.732 -0.685 0.141 -1.175
C -0.697 0.290 -0.480 0.459
C -0.644 1.605 0.194 0.020
N -0.505 1.970 1.296 -0.410
C 0.712 0.123 0.245 0.521
O 0.712 0.235 1.483 -0.526
C 1.989 -0.177 -0.454 -1.173
H -1.517 -0.796 1.205 0.327
H -2.761 -0.329 0.031 0.329
H -1.675 -1.678 -0.329 0.320
H -0.810 0.294 -1.581 0.356
H 2.747 0.043 0.296 0.335
H 2.215 0.356 -1.382 0.332
H 1.967 -1.251 -0.665 0.285
```


Relative energies, unit eV: 1) 0.000; 2) 7.238; 3) 6.344; 4) 2.243


1) The following is a quantum chemistry calculation of the molecule C5H7NO, from the OMol25 dataset.

Calculated values
Spin multiplicity: 1
Frontier orbital gap (Ha): 0.3060
E_HOMO (eV): -7.549
Lowest unoccupied orbital energy (eV): 0.776

XYZ file:
```
14
Properties=species:S:1:pos:R:3:mulliken_charge:R:1
C 2.412 0.192 0.531 -0.776
N 1.052 0.679 0.435 -0.222
C -0.066 0.111 0.002 1.011
O -0.176 -1.163 -0.415 -0.457
C -1.446 -0.649 -1.016 -0.153
C -2.395 -0.265 0.020 -0.274
C -1.290 0.743 -0.347 -1.028
H 3.051 0.825 -0.093 0.295
H 2.755 0.277 1.567 0.274
H 2.481 -0.844 0.197 0.314
H -1.529 -0.829 -2.080 0.335
H -2.390 -0.833 0.951 0.179
H -3.382 0.076 -0.288 0.241
H 0.922 1.679 0.536 0.261
```


2) The following is a quantum chemistry calculation of a cluster of 2 separate species, C5H7NO in total, from the OMol25 dataset.

Calculated values
Spin multiplicity: 1
Frontier orbital gap (Ha): 0.3875
SMILES: CN=C=O.C#CC
E_HOMO (eV): -9.800
Lowest unoccupied orbital energy (eV): 0.746

XYZ file:
```
14
Properties=species:S:1:pos:R:3:mulliken_charge:R:1
C -0.016 1.001 -1.736 -0.271
N 0.562 1.901 -0.785 -0.301
C 1.618 2.191 -0.279 0.546
O 2.524 2.676 0.213 -0.417
H 0.799 0.846 -2.492 0.299
H -0.224 0.107 -1.202 -0.099
H -0.904 1.497 -2.220 0.214
C 0.965 0.335 2.096 -0.149
C 0.560 -0.624 1.503 0.191
C -0.197 -1.555 0.701 -1.509
H 1.316 1.083 2.799 0.392
H -0.513 -2.489 1.306 0.267
H 0.336 -1.874 -0.193 0.398
H -1.001 -1.176 0.266 0.438
```


Relative energies, unit eV: 1) 1.492; 2) 0.000


1) The following is a quantum chemistry calculation of the molecule C2H3NO2, from the OMol25 dataset.

Calculated values
Spin multiplicity: 1
Frontier orbital gap (alpha / beta) (Ha): 0.2722 / 0.2973
E_HOMO (alpha / beta) (eV): -8.041 / -8.472
Lowest unoccupied orbital energy (alpha / beta) (eV): -0.634 / -0.382

XYZ file:
```
8
Properties=species:S:1:pos:R:3:mulliken_charge:R:1
C -0.028 -0.505 0.115 0.329
C 0.798 0.535 0.477 -0.525
N -1.378 -0.373 -0.015 0.093
O -2.143 0.645 0.097 -0.470
O 1.976 0.743 -0.120 -0.407
H 0.190 -1.472 -0.336 0.301
H -1.957 -1.166 -0.402 0.258
H 2.543 1.593 0.183 0.420
```


2) The following is a quantum chemistry calculation of the molecule C2H3NO2, from the OMol25 dataset.

Calculated values
Spin multiplicity: 1
Frontier orbital gap (Ha): 0.3846
SMILES: [H]/N=C(\O)C=O
E_HOMO (eV): -10.781
Lowest unoccupied orbital energy (eV): -0.315

XYZ file:
```
8
Properties=species:S:1:pos:R:3:mulliken_charge:R:1
H 0.183 0.123 -2.193 0.271
N 0.367 0.659 -1.364 -0.574
C -0.017 -0.037 -0.409 0.458
O -0.630 -1.221 -0.386 -0.521
C 0.306 0.480 0.911 0.159
O -0.171 0.032 1.940 -0.492
H -0.691 -1.590 0.556 0.381
H 0.653 1.555 0.945 0.320
```


Relative energies, unit eV: 1) 4.823; 2) 0.000


1) The following is a quantum chemistry calculation of a cluster of 2 separate species, C2H3NO2 in total, from the OMol25 dataset.

Calculated values
Spin multiplicity: 1
Frontier orbital gap (Ha): 0.4067
SMILES: N=C=O.C=O
E_HOMO (eV): -10.443
Lowest unoccupied orbital energy (eV): 0.624

XYZ file:
```
8
Properties=species:S:1:pos:R:3:mulliken_charge:R:1
N -1.189 -0.970 1.799 -0.495
C -0.439 -1.308 0.915 0.651
O 0.349 -1.753 0.175 -0.438
H -1.364 -0.060 2.145 0.297
C 0.673 1.020 -1.279 -0.074
O -0.205 1.153 -0.456 -0.420
H 1.551 1.614 -1.096 0.265
H 0.624 0.303 -2.203 0.214
```


2) The following is a quantum chemistry calculation of a cluster of 2 separate species, C2H3NO2 in total, from the OMol25 dataset.

Calculated values
Spin multiplicity: 1
Frontier orbital gap (Ha): 0.3975
SMILES: N=C=O.C=O
E_HOMO (eV): -10.010
Lowest unoccupied orbital energy (eV): 0.807

XYZ file:
```
8
Properties=species:S:1:pos:R:3:mulliken_charge:R:1
N 1.877 0.412 -0.341 -0.439
C 0.976 0.925 -0.934 0.591
O -0.015 1.245 -1.454 -0.420
H 2.890 0.722 -0.196 0.290
C -1.468 -0.804 0.753 -0.138
O -0.516 -1.341 0.276 -0.378
H -1.504 -0.739 1.878 0.249
H -2.240 -0.420 0.018 0.245
```


3) The following is a quantum chemistry calculation of a cluster of 2 separate species, C2H3NO2 in total, from the OMol25 dataset.

Calculated values
Spin multiplicity: 1
Frontier orbital gap (Ha): 0.3498
E_HOMO (eV): -8.665
Lowest unoccupied orbital energy (eV): 0.853

XYZ file:
```
8
Properties=species:S:1:pos:R:3:mulliken_charge:R:1
N -1.445 -0.007 0.357 -0.256
C -0.171 0.081 0.022 -0.060
O 0.193 1.227 -0.503 -0.400
C 1.908 -0.556 -0.256 0.008
O 2.231 -1.609 0.054 -0.204
H -2.134 0.726 0.230 0.232
H -1.749 -0.881 0.757 0.241
H 1.168 1.019 -0.661 0.439
```


Relative energies, unit eV: 1) 0.000; 2) 0.163; 3) 1.007


1) The following is a quantum chemistry calculation of the molecule C2H3NO2, from the OMol25 dataset.

Calculated values
Spin multiplicity: 1
Frontier orbital gap (Ha): 0.4077
SMILES: O=CNC=O
E_HOMO (eV): -10.487
Lowest unoccupied orbital energy (eV): 0.607

XYZ file:
```
8
Properties=species:S:1:pos:R:3:mulliken_charge:R:1
O -2.117 0.928 0.000 -0.503
C -1.061 0.497 -0.401 0.092
N -0.112 -0.046 0.460 -0.118
C 1.112 -0.564 0.069 0.139
O 1.459 -0.757 -1.072 -0.497
H -0.765 0.510 -1.459 0.328
H -0.263 0.141 1.446 0.246
H 1.747 -0.711 0.957 0.313
```


2) The following is a quantum chemistry calculation of a structure of composition C2H3NO2, from the OMol25 dataset.

Calculated values
Spin multiplicity: 1
Frontier orbital gap (Ha): 0.3246
E_HOMO (eV): -8.569
Lowest unoccupied orbital energy (eV): 0.263

XYZ file:
```
8
Properties=species:S:1:pos:R:3:mulliken_charge:R:1
C -1.678 -1.078 -0.199 -0.122
C -1.917 1.027 1.057 0.437
N -1.922 -0.082 0.423 -0.027
O -2.647 2.152 0.904 -0.253
O -2.589 1.444 2.149 -0.251
H -0.742 -1.494 -0.516 0.244
H 1.153 0.787 0.030 0.263
H 0.395 0.690 -0.131 -0.291
```


3) The following is a quantum chemistry calculation of the molecule C2H3NO2, from the OMol25 dataset.

Calculated values
Spin multiplicity: 1
Frontier orbital gap (Ha): 0.3733
SMILES: C1=NOCO1
E_HOMO (eV): -9.245
Lowest unoccupied orbital energy (eV): 0.913

XYZ file:
```
8
Properties=species:S:1:pos:R:3:mulliken_charge:R:1
C 0.335 -0.334 1.027 0.047
N 0.710 -1.020 0.023 -0.274
O 0.154 -0.372 -1.102 -0.196
C -0.582 0.738 -0.643 -0.040
O -0.439 0.742 0.780 -0.325
H 0.622 -0.544 2.054 0.387
H -1.638 0.613 -0.901 0.200
H -0.191 1.682 -1.044 0.199
```


Relative energies, unit eV: 1) 0.000; 2) 8.653; 3) 2.430


1) The following is a quantum chemistry calculation of a cluster of 2 separate species, C2H3NO2 in total, from the OMol25 dataset.

Calculated values
Spin multiplicity: 1
Frontier orbital gap (Ha): 0.3119
E_HOMO (eV): -9.233
Lowest unoccupied orbital energy (eV): -0.747

XYZ file:
```
8
Properties=species:S:1:pos:R:3:mulliken_charge:R:1
C -1.516 0.824 -0.149 0.653
C -0.997 -0.360 -0.690 -0.449
N -2.165 1.660 0.321 -0.336
O 1.880 0.078 0.014 -0.652
O -0.567 -1.222 0.152 -0.296
H 2.211 0.907 -0.376 0.320
H 1.501 0.207 0.934 0.334
H -0.346 -2.093 -0.205 0.426
```


2) The following is a quantum chemistry calculation of the molecule C2H3NO2, from the OMol25 dataset.

Calculated values
Spin multiplicity: 1
Frontier orbital gap (Ha): 0.4254
SMILES: CN1OC1=O
E_HOMO (eV): -10.756
Lowest unoccupied orbital energy (eV): 0.819

XYZ file:
```
8
Properties=species:S:1:pos:R:3:mulliken_charge:R:1
C -0.163 -0.087 0.081 -0.672
N -1.269 -0.742 0.716 -0.217
O -2.083 -1.482 -0.276 -0.319
C -2.471 -0.337 0.288 0.849
O -3.371 0.423 0.323 -0.460
H 0.193 0.850 0.651 0.273
H 0.709 -0.722 0.129 0.232
H -0.512 0.173 -0.997 0.313
```


Relative energies, unit eV: 1) 0.694; 2) 0.000


1) The following is a quantum chemistry calculation of the molecule C2H3NO2, from the OMol25 dataset.

Calculated values
Spin multiplicity: 1
Frontier orbital gap (Ha): 0.3969
SMILES: O=CNC=O
E_HOMO (eV): -10.402
Lowest unoccupied orbital energy (eV): 0.397

XYZ file:
```
8
Properties=species:S:1:pos:R:3:mulliken_charge:R:1
O -1.843 0.357 -0.445 -0.453
C -1.059 -0.549 -0.415 0.190
N 0.356 -0.339 -0.185 -0.158
C 0.866 0.835 0.293 0.074
O 1.977 1.016 0.834 -0.530
H -1.270 -1.671 -0.364 0.262
H 0.900 -1.235 0.015 0.284
H 0.073 1.586 0.268 0.331
```


2) The following is a quantum chemistry calculation of a structure of composition C2H3NO2, from the OMol25 dataset.

Calculated values
Spin multiplicity: 1
Frontier orbital gap (Ha): 0.3950
E_HOMO (eV): -9.827
Lowest unoccupied orbital energy (eV): 0.921

XYZ file:
```
8
Properties=species:S:1:pos:R:3:mulliken_charge:R:1
C 0.511 0.662 0.390 -0.057
C -0.482 -0.923 -0.445 0.114
H 0.097 1.041 1.423 0.206
H 1.536 0.777 0.483 0.194
H -1.135 -1.876 -0.517 0.330
N -1.011 0.034 -1.034 -0.263
O 0.506 -0.846 0.395 -0.309
O -0.022 1.131 -0.694 -0.214
```


3) The following is a quantum chemistry calculation of a cluster of 2 separate species, C2H3NO2 in total, from the OMol25 dataset.

Calculated values
Spin multiplicity: 1
Frontier orbital gap (Ha): 0.4013
E_HOMO (eV): -10.009
Lowest unoccupied orbital energy (eV): 0.910

XYZ file:
```
8
Properties=species:S:1:pos:R:3:mulliken_charge:R:1
C 0.450 -0.618 -0.016 -0.367
C -2.549 0.201 -0.659 0.130
N -0.466 0.230 -0.168 -0.054
O -3.013 -0.031 0.370 -0.192
O -0.004 1.474 0.197 -0.393
H 0.410 -1.572 -0.399 0.307
H 1.427 -0.218 0.553 0.237
H -0.659 2.179 0.043 0.332
```


Relative energies, unit eV: 1) 0.000; 2) 3.060; 3) 3.111


1) The following is a quantum chemistry calculation of the molecule C2H3NO2, from the OMol25 dataset.

Calculated values
Spin multiplicity: 1
Frontier orbital gap (Ha): 0.3996
SMILES: C=NOC=O
E_HOMO (eV): -10.374
Lowest unoccupied orbital energy (eV): 0.499

XYZ file:
```
8
Properties=species:S:1:pos:R:3:mulliken_charge:R:1
C -1.565 -0.259 -0.113 -0.150
N -0.530 0.470 -0.030 -0.470
O 0.563 -0.355 0.095 -0.055
C 1.592 0.305 0.039 0.370
O 2.598 -0.351 -0.140 -0.544
H -1.604 -1.311 0.309 0.242
H -2.677 0.043 -0.292 0.263
H 1.621 1.458 0.130 0.345
```


2) The following is a quantum chemistry calculation of the molecule C2H3NO2, from the OMol25 dataset.

Calculated values
Spin multiplicity: 1
Frontier orbital gap (Ha): 0.3462
E_HOMO (eV): -9.047
Lowest unoccupied orbital energy (eV): 0.375

XYZ file:
```
8
Properties=species:S:1:pos:R:3:mulliken_charge:R:1
C 0.885 -0.409 0.416 0.198
C -1.030 0.537 -0.956 -0.295
O 0.193 -0.576 1.437 -0.608
N 0.331 -0.055 -0.753 -0.207
O -1.780 0.373 0.035 -0.291
H -1.199 -0.034 0.949 0.433
H 1.987 -0.422 0.449 0.344
H 0.613 0.585 -1.577 0.427
```


Relative energies, unit eV: 1) 0.396; 2) 0.000